The following is a DFT calculation (wB97M-V/def2-TZVPD) of C46H69O35 as an isolated structure in a non-equilibrium geometry.

The geometry in XYZ format:
```
150
Properties=species:S:1:pos:R:3:forces:R:3
C 0.213 0.160 -0.718 -1.58 -0.85 3.17
C -0.929 0.219 0.309 0.56 -1.43 -0.01
O -0.732 -0.036 1.549 -0.15 1.34 -3.63
O -2.052 0.532 -0.149 5.86 -3.09 0.75
H -0.007 -0.549 -1.516 -0.33 1.19 2.03
H 1.119 -0.200 -0.230 -1.70 0.96 -1.59
H 0.379 1.177 -1.074 -0.66 -1.39 1.31
C 1.979 2.115 2.609 -0.10 -0.37 1.25
C 1.058 1.184 3.399 1.45 0.32 -0.51
C 1.715 -0.062 3.932 1.12 1.48 -0.32
O 1.210 -0.168 5.234 0.69 0.96 1.23
C 0.613 1.000 5.597 -0.46 0.31 3.63
O 0.224 1.274 6.728 0.98 -1.01 -2.78
O 0.552 1.856 4.582 0.27 -0.26 -1.15
H 1.374 3.006 2.441 0.79 -0.93 0.36
H 2.305 1.641 1.684 -0.62 0.59 0.30
H 2.902 2.352 3.139 -0.13 0.14 0.38
H 0.260 0.858 2.731 0.70 0.23 0.62
H 2.794 0.090 3.910 0.39 -0.25 0.44
H 1.412 -0.940 3.362 2.11 3.58 1.32
C 3.947 2.224 -2.554 1.64 -2.01 -0.86
C 2.684 1.804 -3.248 0.19 -1.08 0.23
C 1.721 0.932 -2.403 5.02 1.25 -1.39
O 0.555 1.488 -2.735 -1.52 2.41 -1.33
C 0.656 2.697 -3.354 -2.02 2.12 -0.44
O -0.282 3.454 -3.561 6.89 -2.35 -2.97
O 1.905 2.931 -3.598 0.34 0.23 -1.39
H 4.570 1.354 -2.348 -0.12 -0.76 -0.06
H 3.832 2.758 -1.610 0.64 -0.65 -0.83
H 4.524 2.688 -3.354 0.23 0.98 0.62
H 2.830 1.340 -4.224 0.76 -0.36 0.04
H 1.982 1.052 -1.352 -0.25 0.27 -2.01
H 1.697 -0.114 -2.710 1.43 0.76 0.47
C 6.419 -1.730 0.137 -0.51 -0.86 0.58
C 5.258 -1.283 1.042 1.47 -0.55 0.50
C 5.507 0.009 1.751 0.91 0.60 -0.06
O 4.323 0.770 1.519 -0.97 0.30 -0.72
C 3.583 0.182 0.543 0.19 0.81 -1.01
O 2.576 0.661 -0.026 5.80 -1.33 4.11
O 4.153 -1.000 0.228 -1.35 1.90 -1.13
H 7.374 -1.799 0.659 -0.09 0.21 0.27
H 6.558 -1.105 -0.746 -0.25 0.17 0.13
H 6.194 -2.751 -0.170 0.05 0.02 -0.31
H 4.952 -1.985 1.819 0.31 -0.56 -0.67
H 6.379 0.457 1.273 -0.16 0.76 0.10
H 5.699 -0.068 2.821 -0.27 -0.06 -0.09
C -2.874 -0.345 2.741 -0.27 -0.18 1.79
C -1.940 0.675 3.467 -0.45 -1.01 -0.68
C -1.651 1.956 2.804 0.12 -2.51 -0.32
O -1.862 2.941 3.720 -0.53 2.45 0.40
C -2.418 2.424 4.809 0.39 0.64 2.29
O -2.670 3.035 5.821 -0.16 -0.66 -1.44
O -2.513 1.109 4.647 -1.67 -0.67 2.38
H -3.163 -1.091 3.481 -0.38 0.17 0.31
H -2.397 -0.933 1.957 -0.38 1.46 0.47
H -3.747 0.165 2.332 -0.07 -0.90 1.05
H -0.949 0.276 3.685 -1.42 0.01 0.38
H -2.220 2.035 1.878 0.97 0.74 2.18
H -0.606 1.900 2.497 -1.75 -0.24 2.20
C -1.280 0.538 -3.662 -5.98 3.16 -1.56
C -2.321 1.245 -2.772 0.92 0.84 -1.64
C -1.718 2.233 -1.731 -1.16 1.35 -1.78
O -1.850 3.436 -2.514 -1.91 1.65 5.78
C -2.803 3.401 -3.318 -4.55 2.30 -2.25
O -3.422 4.404 -3.754 1.98 -3.22 0.58
O -3.115 2.095 -3.577 -1.14 1.22 -0.85
H -1.740 -0.197 -4.322 -0.66 -0.20 -0.12
H -0.585 -0.034 -3.046 -6.07 5.22 -0.90
H -0.707 1.210 -4.301 -0.69 -0.16 0.01
H -3.043 0.566 -2.319 0.89 1.16 -1.95
H -0.666 2.129 -1.466 -1.72 0.34 -0.42
H -2.389 2.440 -0.898 0.73 -0.05 -0.41
C -1.827 -3.057 2.023 0.16 -0.02 0.53
C -0.934 -2.960 3.246 -0.01 0.25 -0.94
C -0.205 -1.667 3.643 -1.55 -1.69 -0.32
O -0.773 -1.327 4.904 0.27 -0.70 0.06
C -1.541 -2.323 5.323 -2.26 1.04 2.25
O -2.150 -2.343 6.377 1.36 -0.17 -1.46
O -1.737 -3.192 4.352 -0.68 -2.15 0.72
H -1.231 -2.846 1.135 -0.88 -0.78 1.54
H -2.653 -2.347 2.068 0.37 -1.02 0.14
H -2.277 -4.049 1.978 0.27 -0.21 -0.14
H -0.165 -3.724 3.131 0.00 -0.48 0.30
H -0.323 -0.872 2.906 -0.41 -0.86 0.77
H 0.857 -1.881 3.526 -3.03 -1.64 3.44
C -0.326 2.584 0.864 1.38 3.36 -1.87
C 0.174 3.880 0.213 -2.55 -1.26 -0.01
C 1.106 4.740 0.991 -0.12 -0.09 1.10
O 2.237 4.884 0.117 -0.12 0.66 1.31
C 2.038 4.141 -0.953 2.91 0.92 -4.11
O 2.845 4.094 -1.907 -3.18 2.74 4.53
O 0.877 3.528 -0.937 1.21 -0.40 -1.17
H -0.894 2.851 1.755 1.53 1.75 -2.69
H 0.530 1.955 1.109 -0.42 0.46 -0.16
H -0.968 1.967 0.236 0.34 2.02 0.61
H -0.647 4.517 -0.114 -0.39 -0.30 -0.14
H 1.369 4.212 1.908 0.49 1.27 -0.52
H 0.567 5.647 1.262 0.79 0.46 -0.28
C -1.127 -2.645 -0.627 -3.82 1.52 -2.13
C -2.642 -2.200 -0.762 2.05 -1.86 1.98
C -2.903 -1.057 -1.675 0.65 -1.37 0.90
O -3.947 -1.511 -2.471 -1.49 -1.46 -1.71
C -4.159 -2.841 -2.303 -1.66 -1.02 0.51
O -5.000 -3.540 -2.841 1.92 1.62 0.55
O -3.388 -3.282 -1.258 -0.73 -0.76 -2.26
H -0.998 -3.702 -0.390 -1.09 0.56 -0.15
H -0.644 -1.995 0.103 -0.88 -0.72 -1.94
H -0.604 -2.479 -1.568 -2.62 0.51 0.37
H -3.073 -2.162 0.239 0.22 1.14 0.01
H -2.064 -0.761 -2.306 -0.17 -1.08 0.53
H -3.190 -0.197 -1.069 -0.12 -2.98 -0.95
C 1.145 -3.326 -0.803 1.65 -0.34 0.90
C 1.867 -2.286 0.004 -1.62 -0.29 -0.34
C 1.084 -1.569 1.088 0.63 -0.02 -0.74
O 1.632 -2.021 2.285 1.96 -3.17 -2.17
C 2.705 -2.741 2.071 3.85 0.57 0.17
O 3.607 -2.965 2.884 -2.70 -0.31 -1.13
O 2.883 -2.881 0.749 1.18 -1.94 0.77
H 0.497 -3.951 -0.189 1.30 -0.43 0.07
H 1.871 -3.894 -1.385 0.27 -0.31 0.40
H 0.511 -2.864 -1.559 2.58 -1.11 2.66
H 2.175 -1.467 -0.646 0.89 -0.72 -0.23
H 0.003 -1.712 1.062 1.97 0.38 1.29
H 1.366 -0.521 0.993 -0.56 -0.80 1.50
C 2.345 -3.444 -5.926 0.67 0.75 -1.28
C 1.035 -3.156 -5.262 0.34 -2.21 -1.30
C 0.948 -3.959 -3.982 -0.21 0.06 -1.11
O 0.628 -2.956 -3.055 -1.61 0.34 -2.69
C 0.439 -1.752 -3.649 1.10 1.25 1.23
O 0.146 -0.733 -3.003 9.85 -13.98 -3.45
O 0.893 -1.813 -4.906 -0.57 1.37 0.08
H 3.090 -2.814 -5.440 0.31 -0.22 -0.05
H 2.332 -3.214 -6.991 -0.04 0.54 0.01
H 2.667 -4.485 -5.960 -0.30 -0.12 0.72
H 0.222 -3.494 -5.905 -0.21 0.59 -0.16
H 1.909 -4.431 -3.780 -0.21 0.06 0.59
H 0.156 -4.687 -4.161 0.00 -0.17 0.89
C -3.556 1.692 0.932 -2.57 -0.29 -0.91
C -4.044 1.281 -0.454 -2.13 1.01 1.97
C -5.226 0.343 -0.415 0.82 -1.55 0.73
O -5.915 0.705 -1.571 -1.10 -0.53 -0.81
C -5.642 1.990 -1.830 -1.15 2.28 -0.78
O -6.245 2.737 -2.558 0.48 -1.42 0.57
O -4.636 2.392 -1.048 -0.55 1.71 -0.72
H -3.138 2.698 0.910 -0.34 0.02 -0.35
H -2.893 0.905 1.292 -1.20 1.58 -0.80
H -4.404 1.651 1.616 -0.35 0.86 0.08
H -3.261 0.954 -1.137 -2.23 1.96 1.45
H -5.841 0.357 0.484 -0.26 0.73 0.01
H -4.901 -0.697 -0.458 -0.24 -0.06 -0.33
```
Positions in Å, forces in eV/Å.

Results
E_HOMO: -6.50 eV
energy: -4426.4567 hartree
M: 1182.02 g mol⁻¹
energy relative to the best compared isomer or geometry (same formula, charge and spin): 864.1 kcal/mol
net charge: -1

Atom charges from the Löwdin analysis, given in e for atoms 1 to 4:
1 C 0.02
2 C -0.51
3 O -0.17
4 O -0.20